Density functional theory data (ωB97M-V with the def2-TZVPD basis set) for a 8-piece molecular cluster, C38H80F8N3O9 overall in a non-equilibrium geometry.

Calculated values
net charge	+1
multiplicity	1
highest occupied orbital energy	-11.722	eV

The geometry in XYZ format:
```
138
C38H80F8N3O9, DFT ωB97M-V with the def2-TZVPD basis set
H 2.97 5.96 -4.25
C -1.41 -4.43 -4.97
H -1.07 -3.49 1.61
H 3.58 -0.89 -1.16
H -6.83 -5.08 3.75
C -6.30 -4.20 4.09
C -0.69 2.60 -4.03
H -1.79 -5.97 2.65
H -0.44 -6.02 -6.05
C 0.94 4.79 -0.96
H 3.70 5.72 3.37
H -1.30 -6.56 -4.60
H 2.43 2.88 1.91
H -1.32 -6.68 5.46
H 0.09 5.34 -3.68
H 3.45 0.90 0.05
H 2.43 -2.11 -1.70
H -2.52 -2.14 7.75
H 2.14 -0.44 -2.13
H -2.96 -3.82 7.41
H -3.78 1.82 -9.37
N 1.39 0.51 0.16
H 1.66 6.65 -5.24
H 2.12 1.23 2.48
H -1.46 0.40 2.00
H 2.12 -0.98 2.03
C -1.55 -0.30 1.17
H -4.24 2.35 -7.74
O 4.02 -3.52 -2.97
C 3.98 -5.48 -4.41
H -4.96 -1.53 7.85
C -3.49 1.81 -8.32
C -1.35 2.04 -1.69
H -4.32 -0.15 -7.92
C 0.20 0.99 0.17
F -0.97 -1.12 -2.35
F 6.81 2.27 3.02
H 0.81 -1.51 -0.22
H 1.85 4.88 -5.10
H -1.87 3.13 0.03
H 2.03 3.94 -2.70
H -5.40 -4.51 4.61
C 2.54 1.40 0.37
C 4.23 1.79 2.22
H -2.34 -4.47 -5.53
C -1.80 0.70 -1.10
F 5.76 4.10 3.43
C -3.37 0.38 -7.82
H 1.53 4.17 -0.29
H -2.87 -6.83 4.64
O 0.55 -5.70 -4.30
H -0.04 0.91 -3.08
H 0.83 6.77 -2.96
H -1.59 2.04 -8.68
H -2.56 -2.68 1.18
H -1.11 2.44 1.96
H -2.22 2.51 -2.13
H 1.21 -3.05 2.13
H 3.36 -6.29 -4.79
C 3.36 7.26 4.51
C -0.68 -5.76 -5.02
H 2.65 8.09 4.50
H 0.65 2.37 -2.44
C 4.79 7.77 4.51
N -0.89 0.16 -0.07
N 0.03 2.38 0.37
H 4.63 0.84 1.89
C 2.53 -1.09 -1.35
O -6.47 -2.21 5.47
H -4.56 -2.79 9.04
H 2.34 -4.14 -3.99
H 5.49 6.94 4.50
H -2.78 -4.40 4.03
H -2.73 -5.82 6.09
H 0.97 5.79 -0.54
F -2.53 0.05 -3.27
H 4.37 -4.91 -5.26
H 2.64 5.43 -2.04
C 1.69 -0.90 -0.08
H 4.34 -3.02 -3.72
O -3.34 -2.51 5.90
C -0.94 2.99 -0.54
C 2.43 -1.52 1.14
H -1.22 -4.26 4.84
H -2.61 -0.52 1.01
H -2.76 0.89 -0.61
H -0.92 4.47 -2.09
H 2.45 2.26 -0.29
C 1.03 5.77 -3.34
F 7.13 3.96 1.80
C -1.88 -4.95 4.31
H 1.50 -3.40 0.44
C 6.22 3.31 2.48
O -0.20 2.69 1.71
H -3.07 0.36 -6.77
F 4.33 4.01 1.34
F 5.55 2.48 0.40
H 2.76 -3.63 1.62
H -7.47 -3.93 5.88
H -1.12 5.12 -0.51
H 4.34 1.82 3.30
O -0.93 -1.47 1.62
H -6.22 -1.69 4.70
C 1.71 4.90 -2.29
C -1.48 -2.65 1.04
O -1.20 -5.37 3.12
H -3.61 -1.59 5.79
C -3.28 -2.78 7.30
H 3.51 -1.45 1.04
H 4.98 8.39 5.38
C 2.74 1.84 1.84
C 1.95 -2.97 1.34
C -0.54 4.39 -1.08
H 3.17 6.66 5.41
C 5.04 2.89 1.57
H -1.63 -4.15 -3.93
C -1.23 3.04 -5.04
H 4.84 -5.91 -3.89
H -2.61 -0.17 -8.38
O 3.09 6.46 3.36
H -8.08 -3.03 4.48
H -1.18 -2.77 0.00
C -2.22 -6.14 5.18
H 4.97 8.36 3.61
H -0.78 -3.64 -5.38
H -5.99 -3.62 3.22
C -7.17 -3.36 5.00
C 3.20 -4.58 -3.48
C -4.62 -2.56 7.97
C 1.95 5.83 -4.58
F -2.95 -1.26 -1.63
H -1.43 3.22 -6.07
O -2.25 2.51 -8.16
C -0.28 1.94 -2.81
H -5.39 -3.20 7.53
H 0.35 -5.48 -3.39
H 2.83 -5.15 -2.62
C -2.07 -0.40 -2.14
```

Density functional theory data (ωB97M-V with the def2-TZVPD basis set) for one molecule with the formula C2H4INOS in a non-equilibrium geometry.

Calculated values
ΔE to the lowest compared entry with this formula, charge and spin	236.9	kJ/mol
multiplicity	1
highest occupied orbital energy	-8.601	eV

The geometry in XYZ format:
```
10
C2H4INOS, DFT ωB97M-V with the def2-TZVPD basis set
H -1.93 -0.70 0.23
C 1.33 -0.10 0.09
H -2.79 0.83 0.57
H -2.19 0.73 -0.94
C -2.04 0.36 0.03
S 2.15 -0.98 -1.20
H 1.96 0.24 0.94
O -0.77 0.83 0.53
N 0.14 0.09 -0.21
I 4.14 -1.30 -0.06
```